(1)
This record from the Open Molecules 2025 dataset describes a structure of composition C19H40Cl16GaN2. The level of theory is ωB97M-V/def2-TZVPD.

Properties
* total charge: -1
* DFT total energy: -276067.405 eV
* HOMO: -3.942 eV
* E_LUMO: 2.16 eV
* multiplicity: 1

```
78
Properties=species:S:1:pos:R:3:forces:R:3
C -3.305795 1.691099 -1.302989 0.118 -0.073 -0.071
C -3.669226 0.311195 -0.762580 -0.170 0.063 0.324
C -3.189973 0.093023 0.692831 0.177 -0.078 -0.146
C -2.265349 -1.122710 0.972347 0.021 0.227 0.310
C -0.879890 -0.715232 1.534170 -0.183 0.356 -0.460
Ga 0.518735 -0.576835 0.072937 -0.619 0.056 0.412
N -0.448545 -0.340903 -1.631342 0.494 0.284 -0.197
C -0.079467 -0.897313 -2.699097 -0.197 -0.159 0.326
C 0.780080 -2.156123 -2.789369 -0.326 -0.106 -0.596
C -0.522478 -0.376775 -4.060094 -0.272 0.140 0.175
N 1.738598 0.907693 0.430197 0.459 -0.493 -0.349
C 2.492045 1.447291 -0.419656 -0.196 0.285 0.105
C 2.149477 1.754502 -1.873867 -0.037 -0.191 0.020
C 3.889421 1.926456 -0.043877 -0.296 0.328 0.218
H -3.696270 2.479757 -0.649810 0.039 -0.038 -0.044
H -3.720204 1.852426 -2.303938 0.003 -0.017 0.034
H -2.218902 1.782012 -1.371755 -0.039 0.031 0.045
H -3.256511 -0.461448 -1.414808 0.020 0.045 -0.014
H -4.758644 0.214778 -0.780961 0.041 -0.110 -0.140
H -4.069679 0.010347 1.341694 0.050 0.111 -0.009
H -2.660679 0.994971 1.011950 -0.045 -0.117 -0.028
H -2.139952 -1.691245 0.044791 -0.110 -0.084 0.040
H -2.776587 -1.768312 1.699622 0.009 -0.123 -0.196
H -0.541086 -1.405147 2.312529 0.000 0.006 -0.005
H -0.978324 0.279503 1.987400 0.087 -0.189 0.190
H 1.431315 -1.878615 0.043734 0.304 0.048 -0.079
H 0.644757 -2.796074 -1.923907 0.192 0.283 0.091
H 0.454160 -2.732389 -3.669687 0.094 0.011 0.025
H 1.840527 -1.934205 -2.947368 -0.024 0.016 0.188
H 0.345433 -0.165334 -4.693715 -0.020 -0.034 -0.029
H -1.154919 -1.107519 -4.576473 0.082 -0.036 -0.053
H -1.103462 0.535387 -3.910956 0.086 -0.025 -0.059
H 1.086102 1.593120 -2.050022 0.073 -0.035 -0.046
H 2.733429 1.119191 -2.552984 -0.051 0.026 0.005
H 2.407765 2.791285 -2.109336 -0.010 -0.132 0.088
H 4.090924 1.611693 0.981245 0.101 -0.058 -0.099
H 4.640661 1.536125 -0.736457 0.007 -0.102 0.077
H 3.964101 3.020871 -0.097532 -0.004 -0.026 -0.034
C -2.464003 3.146940 3.763362 0.037 0.029 0.039
Cl -3.050194 3.433488 2.125999 -0.039 0.146 0.045
Cl -2.664744 1.460578 4.261785 -0.034 -0.039 0.037
H -1.407106 3.382026 3.791588 0.021 -0.043 -0.014
H -3.025677 3.770159 4.448238 -0.012 0.004 -0.001
C 1.674618 -5.673280 -0.252592 -0.108 -0.080 -0.029
Cl 0.748662 -4.579667 0.767435 -0.004 -0.115 -0.043
Cl 1.576457 -5.258469 -1.982945 0.062 -0.230 0.141
H 2.717383 -5.636468 0.037265 0.012 0.081 0.000
H 1.271519 -6.672107 -0.136769 0.029 -0.017 -0.019
C 5.608704 -0.819083 2.021224 -0.101 -0.080 -0.173
Cl 4.635425 -1.769920 0.903773 0.019 -0.014 0.029
Cl 6.538723 -1.827366 3.157829 0.010 0.020 0.001
H 6.310144 -0.222042 1.452601 0.032 -0.013 0.021
H 4.949351 -0.186327 2.597916 -0.079 -0.078 -0.010
C -3.462261 0.697131 8.004886 0.029 -0.017 -0.082
Cl -5.103591 0.291194 8.526580 -0.002 0.004 0.010
Cl -2.956162 2.297010 8.564571 -0.001 0.023 0.015
H -2.783054 -0.037186 8.418512 0.002 -0.001 0.016
H -3.434139 0.697976 6.921997 -0.020 0.013 -0.004
C -6.202639 -2.741850 -2.159255 0.211 -0.030 -0.017
Cl -6.025081 -1.235960 -3.073754 -0.121 0.026 0.015
Cl -5.700200 -2.591319 -0.472746 -0.028 0.024 0.032
H -7.241701 -3.045150 -2.172768 -0.023 0.036 -0.071
H -5.553491 -3.464953 -2.637792 -0.087 -0.060 0.091
C 6.120302 3.271007 2.624363 -0.162 0.022 0.015
Cl 6.832123 2.615186 1.151391 0.264 0.061 -0.020
Cl 5.756041 2.013047 3.815288 0.121 0.159 0.127
H 6.826052 3.969144 3.056459 -0.002 -0.026 0.063
H 5.184413 3.755674 2.371151 0.006 -0.017 -0.087
C -2.346458 -4.831679 -3.264040 0.104 0.011 0.083
Cl -2.338580 -3.735918 -1.894592 -0.059 0.054 0.015
Cl -3.914090 -4.845413 -4.113519 0.060 -0.075 -0.096
H -1.588684 -4.513918 -3.970046 -0.018 0.025 -0.028
H -2.155290 -5.837684 -2.911242 -0.016 -0.014 -0.016
C 3.754004 5.923045 -3.117920 -0.025 0.044 -0.034
Cl 2.816728 4.668961 -3.930534 0.048 0.108 -0.106
Cl 5.013012 5.261556 -2.064439 0.000 -0.020 0.008
H 4.234553 6.534080 -3.871864 0.010 0.001 -0.004
H 3.077342 6.511010 -2.510258 0.002 -0.014 0.030
```
Forces are in eV/Å.

Löwdin atomic charge list, values in e, 8 entries: -0.13, -0.30, -0.23, -0.30, -0.28, 0.32, 0.04, -0.57



(2)
This record from the Open Molecules 2025 dataset describes a cluster of 2 separate species, C19H40NO5 in total at a distorted geometry. The level of theory is ωB97M-V/def2-TZVPD.

Properties
* total charge: -1
* energy relative to the best compared isomer or geometry (same formula, charge and spin): 4.8918 eV
* DFT total energy: -32073.051 eV
* HOMO: -1.456 eV
* E_LUMO: 2.57 eV
* multiplicity: 1

```
65
Properties=species:S:1:pos:R:3:forces:R:3
C 1.136618 -6.797860 2.105298 0.184 -0.161 -0.203
C 0.840766 -5.936665 0.845868 -0.239 -0.719 0.554
O 1.087555 -4.591227 1.083748 -0.051 0.115 0.128
C 0.638715 -3.760287 -0.059677 1.057 -0.086 -0.921
C 1.839154 -3.745904 -1.068459 -0.822 0.771 -0.100
C 2.831981 -2.546519 -1.009096 0.753 -0.742 -0.440
C 3.620231 -2.417569 0.321036 -0.595 0.325 -0.267
C 3.964157 -0.963463 0.727950 -0.518 -0.422 -0.010
C 2.740911 -0.075829 0.980269 0.219 0.433 0.659
C 3.143857 1.346713 1.456824 -0.077 -1.059 0.456
O 2.110029 2.299662 1.287691 0.321 0.013 0.215
C 0.931969 1.927456 2.009839 -0.023 0.099 -0.515
C 0.323493 -2.394696 0.509319 -2.020 -0.940 0.705
C -1.184129 -2.364425 0.940836 1.073 -1.758 1.752
C -1.506390 -3.316701 2.128395 0.067 4.330 0.073
O -1.438945 -1.766348 2.193546 -0.403 0.739 -1.209
H 1.689549 -7.706574 1.818491 -0.096 0.201 0.075
H 1.762061 -6.258896 2.828257 -0.218 0.002 -0.171
H 0.220666 -7.151287 2.597120 0.151 0.310 0.027
H 1.454470 -6.356697 0.025432 -0.140 0.347 -0.006
H -0.218155 -6.076482 0.565400 0.230 0.092 -0.159
H 1.386888 -3.727977 -2.077981 0.328 0.024 0.122
H 2.393491 -4.696145 -1.028508 -0.092 0.205 0.202
H 2.318401 -1.624081 -1.311219 0.045 -0.111 0.342
H 3.585233 -2.722680 -1.805696 -0.227 0.234 0.092
H 3.018236 -2.903253 1.101708 0.221 0.168 -0.028
H 4.559056 -2.980043 0.219109 -0.193 0.028 0.142
H 4.502866 -1.032550 1.687447 0.266 0.266 -0.378
H 4.585239 -0.495159 -0.052914 0.095 -0.124 0.299
H 2.049148 -0.007799 0.133960 0.309 -0.002 0.000
H 2.179762 -0.507685 1.818283 -0.104 -0.153 -0.404
H 4.086747 1.665884 0.993042 -0.485 0.342 -0.250
H 3.354222 1.258588 2.543028 0.119 0.117 -0.245
H 0.495968 2.837794 2.434762 0.064 -0.229 -0.015
H 1.132122 1.187649 2.794965 0.047 0.246 -0.056
H 0.215260 1.498170 1.300255 0.027 -0.042 0.346
H 0.796387 -2.230417 1.497785 0.409 0.376 -0.378
H 0.448921 -1.569455 -0.198721 0.334 -0.085 0.131
H -1.943188 -2.280189 0.157902 0.066 0.052 0.221
H -2.544095 -3.338107 2.457615 0.137 -1.510 -0.295
H -0.699972 -3.407590 2.851474 -0.091 -1.754 -0.432
C -5.061269 3.194458 -2.732583 0.169 -0.140 0.009
O -3.738843 3.022513 -3.204819 -0.285 0.197 0.007
C -3.130257 4.219592 -3.673691 0.417 -0.122 -0.148
C -2.025238 4.675783 -2.737135 -0.270 -0.079 0.202
N -2.566624 5.160130 -1.471749 0.127 -0.006 -0.074
C -1.562290 5.357510 -0.425092 -0.264 -0.033 0.050
C -0.766668 4.142150 0.052064 0.170 0.171 0.210
O -1.532250 3.181718 0.755012 -0.153 0.165 -0.348
C -2.230416 2.257294 -0.063151 -0.082 -0.119 0.385
H -5.489173 2.205126 -2.577758 0.064 -0.020 -0.011
H -5.077922 3.728918 -1.777205 -0.134 0.089 -0.034
H -5.675413 3.730065 -3.463026 -0.025 0.048 0.042
H -3.866401 5.013165 -3.836340 -0.059 -0.026 0.147
H -2.680460 3.982698 -4.642603 -0.014 0.026 -0.008
H -1.459468 5.481324 -3.215786 0.017 -0.003 0.019
H -1.350902 3.824215 -2.588906 0.087 -0.003 -0.171
H -3.249599 4.496127 -1.131890 0.019 -0.015 -0.020
H -2.093550 5.762904 0.440498 0.083 0.014 0.028
H -0.862318 6.131448 -0.757286 0.043 -0.054 -0.040
H -0.026546 4.508032 0.769513 0.010 -0.022 -0.016
H -0.192904 3.667622 -0.752068 -0.104 -0.055 -0.055
H -1.688191 2.027645 -0.983371 -0.028 0.077 -0.042
H -3.234336 2.624406 -0.293299 -0.001 -0.047 -0.208
H -2.348214 1.333801 0.506287 0.083 0.019 0.016
```
Forces are in eV/Å.

natural (NBO) atomic charge list, values in e, 8 entries: -0.63, -0.04, -0.62, -0.18, -0.45, -0.41, -0.41, -0.39



(3)
This record from the Open Molecules 2025 dataset describes a structure of composition C19H40NOP3Sm at a distorted geometry. The level of theory is ωB97M-V/def2-TZVPD.

Properties
* total charge: +3
* energy relative to the best compared isomer or geometry (same formula, charge and spin): 12.0274 eV
* DFT total energy: -69622.312 eV
* HOMO (spin up / spin down): -13.938 / -13.938 eV
* E_LUMO (spin up / spin down): -11.90 / -11.91 eV
* multiplicity: 6

```
65
Properties=species:S:1:pos:R:3:forces:R:3
Sm 0.000000 0.000000 0.000000 2.014 4.149 -0.303
P 1.804922 -0.390937 -1.379744 8.172 -2.418 -6.528
P -1.431170 -0.795772 -1.648675 -6.053 -3.817 -7.657
P 1.420159 0.244793 1.812455 6.549 0.881 8.517
H -1.269500 -2.488613 0.591489 0.142 0.346 -0.468
C -0.788852 -1.680359 1.145984 -4.322 -0.588 3.976
C -1.558472 -0.475876 1.423273 -1.715 -6.266 3.294
H -2.580010 -0.412754 1.058683 0.356 0.369 -0.711
C 2.535586 -2.101297 -1.475624 -0.768 -0.276 0.736
C 1.685566 -0.069023 -3.207855 -0.852 0.350 -0.015
C 3.402801 0.536214 -1.157624 -0.249 0.611 0.800
C -3.189617 -1.152023 -1.194571 0.018 0.095 0.405
C -1.787842 0.100630 -3.234575 0.296 0.325 0.192
C -1.007824 -2.463165 -2.334282 0.404 -0.036 0.272
C 0.690312 0.246416 3.513540 -0.396 -0.012 -0.038
C 2.527015 1.714845 2.031320 -0.260 0.349 -0.520
C 2.654829 -1.107899 2.078388 -0.192 -0.335 -0.556
H -0.157040 -2.089702 1.936650 0.375 0.411 -0.208
H -1.470018 -0.012820 2.402142 0.679 0.554 -0.284
H 3.384490 -2.150982 -2.169334 -0.255 0.345 0.125
H 1.765903 -2.807259 -1.796078 0.171 -0.031 -0.017
H 2.865622 -2.407562 -0.480066 0.098 -0.100 -0.129
H 2.641287 -0.277054 -3.702697 -0.086 0.011 0.392
H 1.421389 0.980540 -3.369909 0.098 -0.083 -0.122
H 0.915336 -0.690724 -3.669174 0.154 0.079 0.033
H 4.124924 0.250616 -1.931151 -0.414 -0.128 0.011
H 3.845649 0.327906 -0.181343 -0.020 0.020 -0.183
H 3.211618 1.610598 -1.227850 0.143 -0.040 -0.041
H -3.714999 -1.564528 -2.062507 0.184 0.093 0.114
H -3.686781 -0.230686 -0.878619 -0.028 -0.086 -0.081
H -3.237044 -1.871902 -0.374041 -0.091 -0.028 -0.134
H -2.184671 -0.594572 -3.982802 0.089 0.052 0.231
H -0.891128 0.579434 -3.628630 -0.165 -0.005 -0.083
H -2.536973 0.872506 -3.046253 0.045 -0.038 -0.018
H -1.817646 -2.848828 -2.964194 0.086 0.173 0.189
H -0.830031 -3.150490 -1.503615 -0.036 -0.159 -0.201
H -0.095869 -2.407006 -2.932724 -0.153 -0.089 0.016
H 1.493345 0.314095 4.254985 -0.101 0.009 -0.207
H 0.123285 -0.671725 3.685468 0.110 0.033 0.092
H 0.016210 1.098020 3.635665 0.107 -0.004 0.072
H 3.182426 1.576431 2.898501 -0.207 -0.157 -0.139
H 1.918058 2.608216 2.193571 0.086 -0.030 0.010
H 3.139139 1.876326 1.143354 -0.002 0.074 0.171
H 3.183077 -0.982696 3.030342 -0.226 0.125 -0.143
H 3.387682 -1.121381 1.268923 0.003 -0.073 0.182
H 2.126758 -2.064914 2.076435 0.236 -0.074 0.103
C 5.477559 -5.068686 1.674400 -0.100 -0.143 0.155
C 5.666233 -6.453669 1.652336 -0.151 0.224 0.104
C 4.966518 -7.261028 2.549107 -0.031 0.262 -0.018
C 4.080881 -6.696788 3.466757 0.047 0.208 -0.125
C 3.900245 -5.311499 3.479880 0.046 -0.190 -0.130
C 4.592222 -4.493704 2.590385 0.029 -0.362 -0.211
O 6.137604 -4.220463 0.816625 -0.036 -0.340 -0.162
H 6.714178 -4.748525 0.241202 -0.115 0.228 0.241
H 6.357014 -6.896967 0.937001 -0.085 0.064 0.129
H 5.118037 -8.336487 2.526417 -0.016 0.172 0.018
H 3.537892 -7.327629 4.163506 0.105 0.101 -0.092
H 3.212991 -4.860428 4.190249 0.098 -0.089 -0.010
H 4.459487 -3.416366 2.591791 0.119 -0.035 0.059
C -3.139404 3.552992 -0.615101 0.726 -0.909 0.190
C -2.141243 2.423332 -0.419532 4.376 -4.711 0.823
N -1.313284 1.486297 -0.257311 -9.741 11.659 -2.264
H -3.521536 3.530675 -1.656343 0.301 -0.109 0.468
H -2.639930 4.524965 -0.424325 -0.081 -0.548 -0.057
H -3.984618 3.425234 0.091902 0.483 -0.059 -0.269
```
Forces are in eV/Å.

Löwdin atomic charge list, values in e, 8 entries: 0.69, 0.71, 0.70, 0.70, 0.08, -0.23, -0.20, 0.08